[1]
Computed, not measured: a 9-piece molecular cluster, C22H63NO10 overall at a distorted geometry, with the ωB97M-V functional and the def2-TZVPD basis.

Structure (XYZ):
```
96
Properties=species:S:1:pos:R:3:forces:R:3:mulliken_charge:R:1
C 7.524 16.345 13.270 -2.21 -0.71 0.49 -0.592
O 6.892 15.623 12.206 0.52 0.75 -0.11 -0.343
C 7.250 16.179 10.949 -1.32 -0.16 -0.30 -0.978
C 8.633 15.801 10.515 0.29 -0.16 -0.99 -0.214
N 8.941 14.344 10.327 -0.56 1.13 0.43 0.239
C 9.474 13.704 11.540 -1.53 -0.23 0.45 0.328
C 9.656 12.213 11.290 1.28 0.87 0.62 -0.309
O 8.463 11.601 10.914 -0.13 0.50 0.99 -0.433
C 8.583 10.211 10.978 0.38 -0.41 -1.26 -0.737
H 7.038 15.946 14.170 0.45 0.04 -0.04 0.268
H 7.253 17.390 13.236 -0.05 0.58 -0.23 0.361
H 8.576 16.255 13.328 1.24 -0.34 -0.15 0.116
H 7.107 17.282 10.934 0.46 -0.28 0.32 0.444
H 6.484 15.867 10.211 0.35 -0.40 0.37 0.381
H 9.336 16.236 11.201 0.50 -0.11 0.45 -0.012
H 8.801 16.367 9.584 0.07 -0.43 -0.10 0.314
H 8.108 13.846 10.008 0.10 0.17 0.32 0.373
H 8.772 13.750 12.444 0.72 0.36 -1.12 0.227
H 10.396 14.241 11.787 -0.01 -0.45 0.16 -0.337
H 10.114 11.818 12.227 -0.52 -0.24 -0.34 0.636
H 10.374 12.039 10.504 0.64 0.00 -0.54 -0.287
H 8.932 9.808 11.927 0.23 0.26 0.23 0.305
H 9.218 9.843 10.140 -0.10 0.04 0.59 0.227
H 7.599 9.857 10.808 -0.97 -0.66 -0.15 0.341
C 8.889 13.417 5.967 0.75 0.39 0.92 -1.297
C 9.186 12.852 7.397 -0.05 0.96 -1.23 -0.029
O 10.211 13.590 8.001 1.14 0.02 -0.67 -0.421
H 8.512 14.445 6.054 -0.17 -0.28 0.10 0.299
H 8.154 12.803 5.447 0.19 0.00 -0.19 0.379
H 9.846 13.549 5.414 -0.63 -0.57 0.18 0.283
H 9.493 11.811 7.325 -0.20 -0.25 0.07 0.240
H 8.314 12.984 8.024 -0.60 -0.55 0.00 0.166
H 9.872 14.000 8.808 -0.33 0.14 0.66 0.237
C 12.367 10.363 8.687 0.03 -0.03 0.18 -0.184
C 12.383 9.471 9.927 1.52 -0.06 -0.72 -0.232
O 11.755 8.225 9.583 0.34 0.41 0.72 -0.535
H 12.814 11.350 8.917 -0.16 -0.52 -0.28 -0.112
H 11.315 10.505 8.479 -0.34 0.38 -0.23 -0.139
H 12.784 9.913 7.767 0.17 0.13 0.71 0.453
H 11.912 10.035 10.725 -0.69 -0.22 0.32 0.096
H 13.417 9.293 10.317 -0.56 0.00 -0.53 0.443
H 12.184 7.561 10.137 -0.32 -0.05 -0.17 0.311
C 12.795 14.014 10.026 -1.54 -0.33 -0.99 1.345
C 12.467 15.463 9.856 -0.18 1.10 -0.34 -0.268
O 13.147 16.351 10.760 -0.27 -0.02 0.16 0.127
H 12.094 13.553 9.304 0.34 -0.19 0.27 0.379
H 12.512 13.627 11.006 0.53 0.05 -0.02 -0.970
H 13.784 13.773 9.669 0.36 -0.14 0.53 -0.671
H 11.386 15.656 9.920 0.25 -0.13 0.43 -0.025
H 12.705 15.804 8.848 0.18 -0.21 -0.30 0.151
H 14.003 15.923 10.958 0.09 -0.20 0.25 0.135
C 15.736 16.370 13.166 -0.27 0.93 0.84 -0.421
C 16.331 15.933 11.884 0.94 -0.70 0.22 -0.392
O 15.437 15.000 11.314 -0.27 0.06 -0.99 -0.197
H 14.796 16.859 12.885 -0.16 -0.18 0.52 -0.061
H 16.333 17.147 13.672 -0.06 -0.39 -0.20 0.441
H 15.575 15.530 13.862 -0.05 0.38 -0.36 -0.019
H 17.269 15.406 12.018 0.50 0.05 0.23 0.368
H 16.527 16.767 11.225 -0.13 0.41 -0.30 0.322
H 15.759 14.857 10.401 -0.19 -0.41 0.11 0.190
C 15.131 18.156 7.797 -0.26 -0.75 1.18 -0.497
C 14.239 19.094 8.617 -0.65 0.04 -0.03 -0.299
O 14.393 18.903 10.014 0.12 -0.18 -0.03 -0.583
H 15.091 18.308 6.735 0.34 0.57 -0.48 0.435
H 14.827 17.107 7.904 -0.41 0.04 0.25 -0.221
H 16.127 18.175 8.255 0.07 0.34 -0.58 0.259
H 13.154 19.025 8.354 0.75 -0.12 -0.07 0.247
H 14.532 20.131 8.446 0.04 -0.04 -0.15 0.344
H 13.950 18.078 10.268 -0.11 -0.03 -0.06 0.241
C 13.170 13.800 13.607 1.19 0.14 -0.44 0.816
C 13.673 13.257 14.935 -1.42 1.31 0.16 -0.513
O 13.714 11.894 15.017 0.43 -2.36 -0.54 -0.530
H 12.662 14.748 13.757 -0.36 -0.01 -0.10 -0.136
H 12.526 13.054 13.137 -0.27 0.22 -0.01 -0.280
H 14.014 14.011 12.909 -0.64 -0.38 0.40 -0.305
H 13.021 13.554 15.744 -0.42 0.82 0.31 0.308
H 14.626 13.643 15.169 1.29 0.35 0.21 0.327
H 12.899 11.566 14.623 0.10 -0.20 0.12 0.318
C 16.183 12.192 8.835 0.90 -0.04 0.07 -1.063
C 15.782 13.416 8.028 -1.14 -3.03 -1.45 -0.190
O 16.174 14.543 8.667 1.07 1.92 1.44 -0.726
H 17.286 12.182 8.958 -0.57 0.22 0.24 0.363
H 15.981 11.228 8.348 -0.43 0.45 -0.05 0.341
H 15.689 12.236 9.800 0.09 -0.24 0.30 0.188
H 14.682 13.412 7.906 0.35 -0.09 -0.31 0.158
H 16.261 13.282 7.051 -0.16 0.44 -0.18 0.426
H 15.921 15.313 8.162 -0.05 0.41 -0.25 0.244
C 11.653 18.921 13.110 -0.41 -0.03 0.21 -1.192
C 11.511 17.493 13.590 0.73 -0.01 1.13 -0.058
O 11.029 16.652 12.599 -1.02 -0.82 -0.62 -0.216
H 10.707 19.454 12.951 -0.07 -0.31 0.49 0.326
H 12.111 18.978 12.130 0.65 -0.15 -0.01 0.164
H 12.232 19.408 13.880 0.28 0.71 -0.08 0.399
H 10.982 17.427 14.576 -0.31 -0.01 -1.04 0.367
H 12.469 17.018 13.831 0.53 0.84 0.38 0.078
H 11.830 16.475 12.075 -0.25 -0.14 -0.45 -0.249
```
Positions in Å, forces in eV/Å.

Output
energy relative to the best compared isomer or geometry (same formula, charge and spin): 31.7 kJ/mol
gap between HOMO and LUMO: 9.57 eV
charge: 0
highest occupied orbital energy: -8.999 eV

[2]
Computed, not measured: a 10-piece molecular cluster, C22H64N2O10 overall at a distorted geometry, with the ωB97M-V functional and the def2-TZVPD basis.

Structure (XYZ):
```
98
Properties=species:S:1:pos:R:3:forces:R:3:mulliken_charge:R:1
C 2.915 -0.594 0.243 -2.85 2.33 1.35 -0.880
O 2.877 -0.736 1.696 -0.05 -0.15 -0.83 -0.680
H 1.969 -0.977 -0.176 0.66 -0.21 -0.03 0.337
H 3.751 -0.926 -0.288 1.54 -1.34 0.05 0.590
H 2.902 0.486 -0.006 0.01 -0.35 0.25 0.209
H 2.067 -0.266 2.017 1.20 -0.59 -0.71 0.092
C -0.702 -0.909 2.905 -2.04 -0.80 0.11 0.051
O -1.398 0.101 3.606 0.66 0.43 0.38 -0.640
H 0.000 -0.632 2.144 0.12 0.82 -0.58 -0.139
H -1.527 -1.496 2.454 0.95 -0.36 -0.28 -0.102
H -0.154 -1.546 3.575 0.06 -0.18 0.72 0.476
H -2.164 0.370 3.081 0.40 0.23 -0.11 0.568
C -4.418 1.046 0.860 0.25 0.50 1.42 -0.460
O -3.477 0.270 1.687 -1.36 -0.30 1.02 -0.743
H -5.338 1.253 1.399 -0.41 -0.76 0.02 0.364
H -4.572 0.558 -0.101 0.02 0.13 0.07 0.294
H -4.059 2.090 0.785 0.64 -0.83 -0.40 -0.040
H -3.878 -0.416 2.312 0.16 1.63 -1.70 0.282
C -0.894 0.721 -0.773 -0.38 5.38 1.58 0.628
O -1.164 2.076 -0.525 1.47 -5.77 -1.47 -0.835
N 0.094 0.247 -1.526 1.65 2.98 -1.70 0.619
N -1.519 -0.217 -0.132 -2.34 -1.99 0.82 1.316
H 0.741 0.992 -1.823 -0.57 -0.97 -0.10 -0.224
H 0.405 -0.709 -1.616 -0.37 -0.04 0.16 -0.020
H -2.211 0.089 0.562 0.37 -0.54 -0.54 -0.340
H -1.533 -1.226 -0.477 0.29 2.03 0.87 0.052
C 0.011 -3.830 -3.533 1.28 -2.84 0.44 -1.376
C 1.193 -3.009 -3.079 0.55 -1.40 -8.02 0.628
C 1.431 -1.917 -4.131 -0.58 -1.55 -2.10 -1.551
O 0.957 -2.339 -2.047 -2.13 4.07 8.24 -0.343
H -0.919 -3.329 -3.550 -1.05 0.71 1.08 0.214
H 0.066 -4.830 -2.994 -0.87 1.18 -0.38 0.213
H 0.066 -4.080 -4.564 0.69 -0.49 -1.09 0.610
H 2.081 -3.544 -2.858 1.13 -1.52 -0.88 0.322
H 0.603 -1.219 -4.100 -0.50 -0.04 -0.02 0.413
H 1.493 -2.331 -5.197 0.25 0.68 1.51 0.376
H 2.259 -1.342 -3.846 1.57 0.71 0.04 0.342
H 0.816 -2.977 -1.351 -0.05 0.09 0.95 -0.416
C 2.836 -4.377 0.400 0.04 -0.40 0.49 -1.650
C 1.401 -4.509 0.726 3.17 2.82 8.19 -0.120
C 0.743 -3.254 1.363 3.38 1.06 0.85 -0.512
O 0.688 -4.793 -0.258 -5.32 -2.05 -8.42 -0.353
H 2.963 -3.771 -0.443 0.38 1.46 -1.09 0.176
H 3.315 -5.296 0.160 0.08 -1.14 -0.23 0.443
H 3.302 -4.031 1.273 1.11 0.99 0.94 0.462
H 1.307 -5.355 1.443 0.32 0.64 0.54 0.536
H -0.232 -3.355 1.697 -1.99 -0.98 0.52 0.528
H 0.698 -2.342 0.733 0.49 -0.67 -0.02 -0.005
H 1.335 -2.980 2.257 -0.23 0.16 -0.42 0.496
H 0.434 -5.660 -0.045 -1.32 -1.90 -1.16 0.472
C 3.553 1.195 -2.901 -1.74 -1.03 -0.07 -1.354
C 3.512 2.496 -2.173 -2.90 2.51 -8.97 0.662
C 2.031 3.010 -2.107 -0.53 -0.25 -0.32 -1.507
O 4.016 2.448 -1.043 4.38 -0.45 9.06 -0.462
H 3.074 1.276 -3.878 -0.30 0.03 0.11 0.392
H 2.968 0.492 -2.259 0.54 -0.01 -0.69 -0.084
H 4.521 0.822 -3.125 1.10 -0.37 0.35 0.535
H 4.214 3.203 -2.781 -1.74 -0.53 -0.06 0.408
H 1.430 2.658 -1.248 0.82 -0.18 0.13 0.145
H 1.396 2.699 -2.952 0.48 0.36 -0.15 0.486
H 1.967 4.085 -2.004 0.12 0.41 -0.20 0.406
H 4.660 3.152 -0.939 -0.08 -0.33 0.60 0.412
C -3.150 5.542 2.227 -1.56 -0.31 -0.07 -1.669
C -2.337 4.778 1.178 -4.78 7.58 -3.41 0.982
C -1.177 5.579 0.611 0.82 0.40 -0.74 -1.117
O -1.968 3.707 1.661 2.65 -9.32 3.08 -0.255
H -3.366 6.537 1.868 -0.14 0.40 0.03 0.422
H -2.571 5.590 3.110 0.76 0.31 1.14 0.384
H -4.148 5.063 2.556 1.53 0.38 -0.88 0.280
H -3.136 4.609 0.345 1.16 0.45 0.43 0.166
H -1.078 5.271 -0.430 0.67 -0.39 0.02 0.300
H -0.201 5.526 1.165 -1.11 -0.42 -0.36 -0.016
H -1.366 6.620 0.500 -0.53 1.11 0.18 0.540
H -1.826 3.066 0.932 0.59 -0.35 0.33 -0.020
C -3.558 -2.656 0.607 0.47 -0.39 0.57 -1.570
C -2.482 -3.563 -0.018 -8.39 -3.69 1.72 0.974
C -3.133 -4.373 -1.187 -1.90 -0.83 0.33 -1.603
O -1.562 -2.880 -0.514 7.08 3.53 -2.41 -0.904
H -4.399 -3.267 0.761 -1.39 -0.89 -0.08 0.766
H -3.849 -1.893 -0.128 0.25 0.23 0.65 0.253
H -3.366 -2.362 1.668 0.48 0.49 -1.17 0.121
H -2.186 -4.301 0.733 0.27 -0.06 0.29 0.220
H -2.695 -5.361 -1.245 0.23 -0.30 -0.21 0.396
H -3.157 -3.947 -2.194 0.81 0.53 0.30 0.245
H -4.222 -4.534 -1.047 0.49 -0.19 0.41 0.402
H -0.857 -3.528 -0.585 1.11 0.36 -0.62 -0.288
C 1.045 1.822 1.839 -1.64 2.19 0.41 -0.330
C 1.462 3.295 1.698 -7.40 -1.20 4.87 0.288
C 1.364 4.119 2.971 -1.01 1.45 -0.14 -1.745
O 2.647 3.423 1.401 11.91 -0.56 -3.54 -0.568
H 1.267 1.424 0.920 0.40 -1.21 -2.41 -0.712
H -0.041 1.782 1.954 0.21 -0.19 0.34 0.028
H 1.566 1.256 2.557 0.59 -0.11 1.47 1.395
H 0.916 3.718 0.919 -2.31 0.55 -1.02 0.226
H 1.597 5.197 2.724 0.18 -1.08 0.35 0.323
H 1.914 3.770 3.834 0.75 -0.26 -0.25 0.395
H 0.383 4.144 3.299 -2.37 0.18 0.85 0.461
H 2.774 4.136 0.799 0.50 0.55 -0.57 0.514
```
Positions in Å, forces in eV/Å.

Output
energy relative to the best compared isomer or geometry (same formula, charge and spin): 897.4 kJ/mol
gap between HOMO and LUMO: 8.63 eV
charge: 0
highest occupied orbital energy: -8.643 eV